Entry 1:
The following is a quantum chemistry calculation of a structure of composition C5H13N in a non-equilibrium geometry, from the Open Molecules 2025 dataset.

Values from the calculation:
**Relative energy (zero: lowest compared OMol25 entry of this formula, charge and spin)**: 129.3 kcal/mol
**Energy**: -6878.913 eV
**Frontier orbital gap (spin up / spin down)**: 5.637 / 5.628 eV
**Charge**: -1
**Spin multiplicity**: 2
**E_LUMO (spin up / spin down)**: 4.5 / 4.5 eV

Last column: Löwdin charge in e.
CARTESIAN COORDINATES (ANGSTROEM)
C 0.322273 0.225733 -2.369731  -0.16
C -0.396362 -1.000291 -1.661275  -0.34
C 0.094287 -1.121053 -0.236252  -0.31
C -0.744700 -0.579169 0.825025  -0.32
N -0.584306 0.965863 1.384622  -0.15
C 0.829148 1.209189 1.382282  -0.29
H 0.511536 -0.115357 -3.399441  0.03
H -0.311998 1.117326 -2.441542  0.04
H 1.227128 0.408983 -1.787593  0.04
H -0.344951 -1.933256 -2.253574  0.07
H -1.441226 -0.679199 -1.563973  0.07
H -0.681710 -0.872469 1.876798  0.06
H 1.073409 -1.580042 -0.137828  0.03
H 1.381708 0.714378 3.853463  0.00
H -1.774665 -0.541015 0.439858  0.06
H 1.223221 0.636160 4.579640  0.03
H -0.002985 1.346942 0.329611  0.13
H 1.471567 0.470253 0.938411  0.01
H 1.324438 1.796709 2.167401  -0.01

Cartesian forces (eV/Å) of the 3 atoms listed first:
-0.5 -1.5 -0.7
0.1 1.6 1.2
-0.8 -0.4 0.2

Entry 2:
The following is a quantum chemistry calculation of a cluster of 2 separate species, C5H13N in total in a non-equilibrium geometry, from the Open Molecules 2025 dataset.

Values from the calculation:
**Relative energy (zero: lowest compared OMol25 entry of this formula, charge and spin)**: 35.9 kcal/mol
**Energy**: -6882.967 eV
**Frontier orbital gap (spin up / spin down)**: 2.697 / 9.640 eV
**Charge**: -1
**Spin multiplicity**: 2
**E_LUMO (spin up / spin down)**: 4.2 / 4.2 eV

Last column: Löwdin charge in e.
CARTESIAN COORDINATES (ANGSTROEM)
C -2.277258 -0.384915 -0.657584  -0.29
C -1.839733 -1.168354 0.559079  -0.32
C -1.859243 -0.641758 1.825282  -0.10
H -2.258153 -0.984022 -1.560470  0.00
H -3.260483 0.074760 -0.434079  0.04
H -1.657299 0.528244 -0.695317  0.05
H -1.600770 -2.221250 0.445468  0.04
H -1.711598 -1.270094 2.703051  0.01
H -2.152484 0.344797 2.172707  0.03
C 2.553831 -0.011851 0.158696  -0.25
C 1.248966 0.669803 -0.217781  -0.39
N 1.334740 1.503481 -1.449360  -0.08
H 3.095854 0.567440 0.916369  0.05
H 2.351911 -0.933802 0.719740  0.03
H 3.236872 -0.281745 -0.644737  0.04
H 0.487719 -0.045752 -0.522898  0.05
H 0.961252 1.338503 0.583333  0.08
H 2.267522 1.885806 -1.594845  0.03
H 1.078355 1.030700 -2.306655  -0.01

Cartesian forces (eV/Å) of the 3 atoms listed first:
0.2 1.0 1.3
-0.6 1.2 1.9
-0.3 -1.4 -0.9

Entry 3:
The following is a quantum chemistry calculation of an isolated molecule of C5H13N in a non-equilibrium geometry, from the Open Molecules 2025 dataset.

Values from the calculation:
**Relative energy (zero: lowest compared OMol25 entry of this formula, charge and spin)**: 28.1 kcal/mol
**Energy**: -6884.977 eV
**SMILES string**: CC(C)[C@@H](C)N
**Frontier orbital gap**: 10.480 eV
**E_LUMO**: 1.1 eV

Last column: Löwdin charge in e.
CARTESIAN COORDINATES (ANGSTROEM)
C -2.084691 -0.054746 -0.517342  -0.05
C -0.576450 0.392304 -0.556031  -0.46
C 0.466652 -0.674177 -0.059747  -0.38
C 1.720118 -0.322439 -0.816214  -0.11
C 0.661052 -0.530584 1.501541  -0.08
N -0.536408 1.655210 0.158995  -0.01
H -2.190174 -1.037445 -0.833080  0.03
H -2.659737 0.498493 -1.298359  0.08
H -2.554009 0.115057 0.444546  0.07
H -0.284493 0.610707 -1.620664  0.13
H 0.025585 -1.691696 -0.350752  0.15
H 1.751436 -0.700728 -1.796236  0.05
H 1.745639 0.785437 -0.858910  0.08
H 2.727103 -0.631928 -0.389842  0.10
H -0.220882 -1.047808 2.018545  0.10
H 0.702016 0.502954 1.856095  0.06
H 1.470429 -1.239357 1.741972  0.07
H 0.468886 2.080679 0.209718  0.11
H -0.632081 1.290066 1.165756  0.07

Cartesian forces (eV/Å) of the 3 atoms listed first:
0.9 2.1 -1.0
-0.8 -0.3 -1.3
-1.4 0.1 0.6

Entry 4:
The following is a quantum chemistry calculation of a cluster of 2 separate species, C5H13N in total in a non-equilibrium geometry, from the Open Molecules 2025 dataset.

Values from the calculation:
**Relative energy (zero: lowest compared OMol25 entry of this formula, charge and spin)**: 165.4 kcal/mol
**Energy**: -6879.024 eV
**Frontier orbital gap**: 5.595 eV
**E_LUMO**: -0.3 eV

Last column: Löwdin charge in e.
CARTESIAN COORDINATES (ANGSTROEM)
C -0.764347 0.521397 -0.552008  -0.14
C 0.667954 0.567503 -0.355096  -0.15
C 1.472766 0.847967 0.951308  -0.01
C -0.218701 -0.934790 -0.435442  -0.26
C 0.698515 -1.739044 -1.466622  -0.09
N -2.188524 1.384130 1.435399  -0.21
H -1.352741 0.892539 0.359178  -0.05
H -1.232292 0.817339 -1.485965  0.13
H 1.143419 0.563853 -1.372907  0.13
H 0.659899 1.050773 1.664680  0.08
H 1.962089 1.757284 0.638821  0.09
H 2.125141 0.097383 1.325097  0.07
H -0.006448 -1.381555 0.555266  0.14
H -1.349524 -1.447342 -0.569113  0.24
H 1.742103 -1.633355 -1.091958  0.07
H 0.562633 -1.384602 -2.515990  0.09
H 0.464414 -2.829748 -1.213690  0.09
H -2.387472 0.633862 2.119452  -0.11
H -1.998886 2.216404 2.009590  -0.11

Cartesian forces (eV/Å) of the 3 atoms listed first:
2.4 1.9 0.0
-0.8 0.4 -2.1
-3.2 0.2 -1.6

Entry 5:
The following is a quantum chemistry calculation of an isolated molecule of C5H13N in a non-equilibrium geometry, from the Open Molecules 2025 dataset.

Values from the calculation:
**Relative energy (zero: lowest compared OMol25 entry of this formula, charge and spin)**: 15.4 kcal/mol
**Energy**: -6885.529 eV
**SMILES string**: CCCCCN
**Frontier orbital gap**: 10.761 eV
**E_LUMO**: 1.1 eV

Last column: Löwdin charge in e.
CARTESIAN COORDINATES (ANGSTROEM)
C -1.070797 -1.253352 1.455360  -0.12
C -1.297037 -0.127578 0.454364  -0.28
C -0.633470 -0.392783 -0.897220  -0.24
C 0.898198 -0.491316 -0.896772  -0.21
C 1.512688 0.716611 -0.184297  -0.29
N 1.072370 1.959398 -0.879191  -0.01
H -0.111852 -1.260509 1.968175  0.07
H -1.780208 -1.051420 2.284182  0.07
H -1.463853 -2.230385 1.180709  0.07
H -1.189287 0.870934 0.874337  0.10
H -2.359875 -0.216585 0.194244  0.10
H -1.110522 -1.311864 -1.245974  0.11
H -0.878740 0.334262 -1.678692  0.10
H 1.198428 -1.419992 -0.389404  0.10
H 1.326712 -0.581092 -1.893688  0.10
H 1.290093 0.722642 0.889208  0.10
H 2.594210 0.702296 -0.269022  0.10
H 1.731524 2.687763 -0.582262  0.06
H 0.271411 2.342979 -0.384052  0.05

Cartesian forces (eV/Å) of the 3 atoms listed first:
-1.3 0.9 1.8
-0.9 -0.9 -1.0
0.5 0.1 -0.7

Entry 6:
The following is a quantum chemistry calculation of an isolated molecule of C5H13N in a non-equilibrium geometry, from the Open Molecules 2025 dataset.

Values from the calculation:
**Relative energy (zero: lowest compared OMol25 entry of this formula, charge and spin)**: 15.9 kcal/mol
**Energy**: -6885.506 eV
**SMILES string**: CC(C)CCN
**Frontier orbital gap**: 10.301 eV
**E_LUMO**: 1.1 eV

Last column: Löwdin charge in e.
CARTESIAN COORDINATES (ANGSTROEM)
C 0.419106 -1.103916 -1.432875  -0.28
C -0.426263 -0.846237 -0.188537  -0.20
C -0.070361 0.459285 0.522779  -0.44
C -0.791638 0.483971 1.892804  -0.09
C -0.404801 1.737167 -0.220159  -0.09
N 1.750949 -1.679221 -1.143436  -0.01
H -0.083501 -1.743298 -2.159674  0.10
H 0.582311 -0.150926 -1.945047  0.10
H -0.193692 -1.616837 0.549363  0.11
H -1.466243 -0.838689 -0.528550  0.12
H 0.993301 0.390884 0.767819  0.13
H -0.307138 -0.209317 2.583160  0.07
H -0.679785 1.447995 2.379111  0.07
H -1.821228 0.147300 1.764508  0.08
H 0.362553 2.268100 -0.774458  0.07
H -1.275253 1.627097 -0.882861  0.08
H -0.934571 2.478733 0.383495  0.07
H 2.481145 -1.037909 -1.421528  0.06
H 1.865117 -1.814186 -0.145909  0.05

Cartesian forces (eV/Å) of the 3 atoms listed first:
0.7 0.2 -0.2
0.6 0.4 -0.6
-0.2 0.1 1.1

Entry 7:
The following is a quantum chemistry calculation of a structure of composition C5H13N in a non-equilibrium geometry, from the Open Molecules 2025 dataset.

Values from the calculation:
**Relative energy (zero: lowest compared OMol25 entry of this formula, charge and spin)**: 61.8 kcal/mol
**Energy**: -6883.519 eV
**Frontier orbital gap**: 9.232 eV
**E_LUMO**: 1.1 eV

Last column: Löwdin charge in e.
CARTESIAN COORDINATES (ANGSTROEM)
C 1.448677 0.060383 0.054964  -0.50
C 1.858197 -0.200419 1.475602  -0.06
C 1.123428 1.287370 -0.376496  -0.02
N 1.645130 -0.998689 -0.827868  0.08
H -1.539820 -1.653467 0.566396  0.00
H 1.776611 -0.733374 -1.789899  0.09
H 2.301752 -1.703945 -0.531384  0.08
H 1.221072 -0.986746 1.893189  0.07
H 1.078843 2.130990 0.287939  0.05
H 1.008971 1.513374 -1.422342  0.05
H 1.757350 0.697920 2.080494  0.08
H 2.900500 -0.531615 1.532848  0.08
H -1.168580 0.831979 0.019372  0.01
C -2.237880 0.636279 -0.055651  -0.12
C -2.814882 0.426134 -1.225230  -0.08
H -2.235013 0.227828 -2.113456  0.04
H -2.813094 0.946926 0.806074  0.05
H -1.424139 -2.333792 0.960017  0.04
H -3.887123 0.382865 -1.334565  0.04

Cartesian forces (eV/Å) of the 3 atoms listed first:
1.3 0.9 -0.4
-0.5 -0.3 0.0
0.2 -0.3 0.2

Entry 8:
The following is a quantum chemistry calculation of a structure of composition C5H13N in a non-equilibrium geometry, from the Open Molecules 2025 dataset.

Values from the calculation:
**Relative energy (zero: lowest compared OMol25 entry of this formula, charge and spin)**: 86.9 kcal/mol
**Energy**: -6882.428 eV
**Frontier orbital gap**: 9.597 eV
**E_LUMO**: 0.8 eV

Last column: Löwdin charge in e.
CARTESIAN COORDINATES (ANGSTROEM)
C 1.000940 0.452224 0.174281  -0.34
C 1.576866 -0.409453 1.297419  -0.14
C 1.441230 -0.052101 -1.197300  -0.13
H -0.166461 0.204209 0.217892  0.06
H 1.400664 1.459996 0.305432  0.10
H 1.067676 -1.061658 -1.372758  0.07
H 1.191468 -0.097720 2.268189  0.07
H 2.667621 -0.369568 1.312747  0.07
H 1.313685 -1.459182 1.158795  0.05
H 2.529086 -0.088896 -1.277426  0.07
H 1.063848 0.597022 -1.987524  0.06
C -2.533854 0.157204 -0.366426  -0.07
C -1.820849 -0.746472 0.297751  -0.28
N -1.699966 -1.862833 0.798406  0.17
H -0.830036 -2.100701 1.264426  0.05
H -0.881857 2.636512 -0.862463  0.06
H -1.376213 2.003074 -0.726821  0.01
H -2.596304 0.083126 -1.439833  0.07
H -3.347545 0.655217 0.135214  0.07

Cartesian forces (eV/Å) of the 3 atoms listed first:
-1.3 -1.9 0.0
0.2 0.0 -0.1
0.1 0.1 0.1

Entry 9:
The following is a quantum chemistry calculation of a cluster of 2 separate species, C5H13N in total in a non-equilibrium geometry, from the Open Molecules 2025 dataset.

Values from the calculation:
**Relative energy (zero: lowest compared OMol25 entry of this formula, charge and spin)**: 76.1 kcal/mol
**Energy**: -6882.899 eV
**Frontier orbital gap (spin up / spin down)**: 7.661 / 7.662 eV
**E_LUMO (spin up / spin down)**: 0.9 / 0.9 eV

Last column: Löwdin charge in e.
CARTESIAN COORDINATES (ANGSTROEM)
C -1.287777 -0.631627 -0.380454  -0.21
C 1.460561 0.038256 0.868218  -0.20
C -0.490452 1.565561 -0.829287  -0.11
C -2.043577 -0.319865 0.865487  -0.10
C 2.163406 -0.809609 -0.179981  -0.19
N -0.912176 0.330612 -1.221117  -0.09
H -0.484591 -0.002491 -2.077166  0.15
H -1.309342 -1.634817 -0.774780  0.10
H 2.168355 0.681274 1.393379  0.05
H 0.971928 -0.580041 1.617660  0.05
H -1.103141 2.085664 -0.112056  0.05
H -0.131258 2.205178 -1.618636  0.05
H 0.731634 0.854802 0.266800  0.06
H -1.515983 0.391149 1.499833  0.06
H -2.199603 -1.229437 1.442677  0.07
H -3.021455 0.119329 0.635016  0.08
H 1.494421 -1.579395 -0.563830  0.05
H 3.064071 -1.289861 0.207584  0.06
H 2.444976 -0.194684 -1.039351  0.06

Cartesian forces (eV/Å) of the 3 atoms listed first:
-0.9 0.0 -0.6
-0.9 1.6 -1.2
-1.1 1.0 -1.1

Entry 10:
The following is a quantum chemistry calculation of a structure of composition C5H13N in a non-equilibrium geometry, from the Open Molecules 2025 dataset.

Values from the calculation:
**Relative energy (zero: lowest compared OMol25 entry of this formula, charge and spin)**: 171.1 kcal/mol
**Energy**: -6878.778 eV
**Frontier orbital gap**: 6.802 eV
**E_LUMO**: -0.3 eV

Last column: Löwdin charge in e.
CARTESIAN COORDINATES (ANGSTROEM)
C -2.839580 -0.671306 -0.337368  -0.26
N -1.684434 -0.360019 0.539925  -0.20
C 0.750402 0.941437 0.737566  -0.21
C 1.879627 0.116927 0.370251  -0.13
C 0.984741 1.452048 -0.719030  -0.14
C 1.687391 -1.307744 -0.052600  -0.06
H -2.503629 -1.134405 -1.282202  0.05
H -3.392722 -1.520916 0.184018  0.06
H -3.532153 0.195265 -0.384798  0.05
H -1.949133 -0.278051 1.558093  0.03
H 0.986675 1.687486 1.517977  0.10
H -0.676452 0.604472 0.469884  0.10
H 2.751223 0.220896 0.958147  0.10
H 1.529045 2.401278 -0.430585  0.10
H 1.279017 0.864428 -1.627478  0.11
H -0.029227 1.789237 -1.133237  0.10
H 1.781110 -1.421208 -1.080102  0.06
H 2.282184 -2.008218 0.478298  0.08
H 0.695907 -1.571602 0.233245  0.06

Cartesian forces (eV/Å) of the 3 atoms listed first:
0.1 -0.5 2.0
1.7 1.3 0.9
2.3 -1.6 -0.4